Record 1
Entry from OMol25: a cluster of 7 separate species, C5H21O8S in total at a distorted geometry (wB97M-V/def2-TZVPD).

## Properties
Net charge   -1
Relative energy (zero: lowest compared OMol25 entry of this formula, charge and spin)   0.0 kcal/mol
2S+1   1
E_HOMO   -5.7 eV

Element x y z (Å)
O1 -1.95221 -1.36380 0.00276
C1 -0.95070 -1.88267 -0.59517
O2 -0.96150 -2.86199 -1.33536
C2 0.43435 -1.29928 -0.14862
C3 1.23045 -1.13093 -1.40688
C4 1.18579 0.21060 -2.15756
S1 2.36395 1.52250 -1.40931
C5 2.00323 1.56913 0.33769
H1 0.32916 -0.35823 0.41128
H2 0.88055 -2.08220 0.50269
H3 2.23859 -1.27453 -1.01211
H4 1.14250 -1.97503 -2.10888
H5 0.16980 0.67833 -2.20668
H6 1.48147 0.16003 -3.21684
H7 2.74755 2.11492 0.89426
H8 1.97030 0.55601 0.78602
H9 1.05027 2.08088 0.58799
H10 -0.12606 1.08737 2.36982
H11 -0.02501 -0.27229 3.26686
O3 0.42436 0.52495 2.95979
H12 -2.05945 -1.47899 3.04506
H13 -1.56147 -1.47246 1.51691
O4 -1.31906 -1.53890 2.47139
H14 -1.89265 2.29494 -1.79041
H15 -0.44632 2.81858 -2.48614
O5 -1.34482 3.02498 -2.18716
H16 1.48947 -0.84163 2.54469
H17 1.24311 -2.42441 2.50854
O6 1.93392 -1.68462 2.40764
H18 -3.54300 0.98135 -1.24781
H19 -2.33620 -0.02522 -0.84156
O7 -2.55669 0.91195 -0.95778
H20 -1.59862 0.58349 1.04290
H21 -1.97296 1.97647 0.86659
O8 -1.76639 1.35337 1.62602

Cartesian forces (eV/Å) of the 6 atoms listed first:
O -0.9 0.4 -0.3
C 1.2 -0.7 1.0
O -0.2 0.4 -0.2
C -2.0 -0.9 -0.9
C 2.4 0.0 -0.3
C -0.4 1.1 0.8

Table of Löwdin atomic charges, one value per atom, all in e: atom 1 (O): -0.1178, atom 2 (C): -0.6438, atom 3 (O): 0.0141, atom 4 (C): -0.1344, atom 5 (C): -0.2733, atom 6 (C): -0.4060, atom 7 (S): 0.7490, atom 8 (C): -0.4601, atom 9 (H): 0.0773, atom 10 (H): 0.1114, atom 11 (H): 0.0977, atom 12 (H): 0.1120, atom 13 (H): 0.0568, atom 14 (H): 0.0633, atom 15 (H): 0.0274, atom 16 (H): 0.0171, atom 17 (H): 0.0402, atom 18 (H): 0.0114, atom 19 (H): 0.0149, atom 20 (O): -0.1028, atom 21 (H): 0.0303, atom 22 (H): -0.0147, atom 23 (O): -0.0642, atom 24 (H): -0.0091, atom 25 (H): 0.0066, atom 26 (O): -0.1183, atom 27 (H): -0.0391, atom 28 (H): 0.0748, atom 29 (O): -0.1143, atom 30 (H): 0.1262, atom 31 (H): -0.0067, atom 32 (O): -0.1114, atom 33 (H): 0.0078, atom 34 (H): 0.0721, atom 35 (O): -0.0942

Record 2
Entry from OMol25: a structure of composition C5H22AgNO6 at a distorted geometry (wB97M-V/def2-TZVPD).

## Properties
Net charge   +1
2S+1   2
E_HOMO (alpha / beta)   -12.2 / -12.2 eV

Element x y z (Å)
Ag1 6.42224 -16.09755 24.56596
O1 4.95981 -14.89484 23.47951
H1 4.14295 -14.40782 23.72308
C1 2.53639 -14.14842 26.01847
C2 1.98823 -14.91422 27.19135
C3 2.81056 -14.66900 28.44435
O2 4.13847 -15.12194 28.23287
C4 4.91625 -15.03769 29.40433
N1 0.58002 -14.53783 27.37612
H2 2.55684 -13.07377 26.23382
H3 1.97157 -14.28881 25.09730
H4 3.58892 -14.42583 25.89907
H5 1.95797 -15.99396 27.01387
H6 2.34841 -15.16744 29.30347
H7 2.84765 -13.58420 28.63898
H8 4.80827 -14.06555 29.89322
H9 5.95360 -15.19601 29.11746
H10 4.62459 -15.81889 30.11645
H11 0.53848 -13.53696 27.57377
H12 0.21250 -14.95567 28.22819
O3 3.33864 -16.78384 22.03666
H13 2.75978 -16.54838 21.30563
H14 3.54365 -15.95932 22.48874
O4 6.27486 -14.69955 20.76337
H15 5.58369 -14.64066 21.42711
H16 6.99141 -14.13821 21.07504
O5 4.99663 -17.80633 24.03146
H17 4.41985 -17.64261 23.25842
H18 4.70779 -18.64762 24.39935
C5 4.39694 -11.18916 23.02714
O6 5.44269 -12.00562 23.54133
H19 4.41817 -11.15250 21.93518
H20 3.40417 -11.49955 23.36693
H21 4.57395 -10.18502 23.40386
H22 5.26411 -12.93215 23.37306

Cartesian forces (eV/Å) of the 6 atoms listed first:
Ag -0.2 -0.4 0.1
O -0.4 0.4 -0.2
H 0.1 -0.1 0.6
C 0.7 0.3 -0.2
C -1.0 -0.3 0.4
C 0.4 0.3 -0.3

Table of Löwdin atomic charges, one value per atom, all in e: atom 1 (Ag): 0.9289, atom 2 (O): -0.0824, atom 3 (H): 0.0481, atom 4 (C): -0.0727, atom 5 (C): -0.4494, atom 6 (C): -0.2166, atom 7 (O): -0.2084, atom 8 (C): -0.1085, atom 9 (N): 0.0391, atom 10 (H): 0.0945, atom 11 (H): 0.0816, atom 12 (H): 0.0537, atom 13 (H): 0.1444, atom 14 (H): 0.1313, atom 15 (H): 0.1352, atom 16 (H): 0.0928, atom 17 (H): 0.0839, atom 18 (H): 0.0940, atom 19 (H): 0.0782, atom 20 (H): 0.0769, atom 21 (O): -0.0343, atom 22 (H): 0.0792, atom 23 (H): -0.0025, atom 24 (O): -0.0332, atom 25 (H): -0.0216, atom 26 (H): 0.0443, atom 27 (O): -0.0816, atom 28 (H): 0.0217, atom 29 (H): 0.0823, atom 30 (C): -0.1323, atom 31 (O): -0.1141, atom 32 (H): 0.0848, atom 33 (H): 0.0770, atom 34 (H): 0.0891, atom 35 (H): -0.0033

Record 3
Entry from OMol25: a cluster of 6 separate species, C5H22N2O6 in total at a distorted geometry (wB97M-V/def2-TZVPD).

## Properties
Net charge   +1
Relative energy (zero: lowest compared OMol25 entry of this formula, charge and spin)   8.8 kcal/mol
2S+1   2
E_HOMO (alpha / beta)   -13.5 / -13.5 eV

Element x y z (Å)
C1 -0.43221 0.39027 2.58729
C2 0.21367 1.13731 1.31541
C3 1.54514 0.46689 0.91483
C4 1.42880 -0.77875 0.01127
C5 0.31469 -0.69205 -0.96734
N1 0.30695 0.38328 -1.80724
O1 -0.54809 -1.53712 -1.11286
N2 0.47531 2.48956 1.64079
H1 -0.90611 1.15454 3.21964
H2 -1.17949 -0.34983 2.33271
H3 0.42220 0.10813 3.19209
H4 -0.56724 1.17486 0.54712
H5 2.09192 0.25181 1.83390
H6 2.08607 1.23022 0.34295
H7 1.38183 -1.66496 0.63757
H8 2.32774 -0.83036 -0.60783
H9 1.02542 1.08051 -1.86254
H10 -0.37747 0.36009 -2.55612
H11 -0.29087 3.15461 1.70502
H12 1.13135 2.61767 2.42209
H13 0.44874 -4.44604 -0.56531
H14 -0.75311 -3.36624 -0.70384
O2 -0.39750 -4.13244 -0.23536
H15 -1.74686 2.91621 -3.32158
H16 -2.70619 2.26078 -2.39526
O3 -1.88717 2.09195 -2.85127
H17 2.31386 3.64755 -1.54308
H18 2.35573 2.88858 -0.26672
O4 2.91113 3.02672 -1.06554
H19 -2.72992 -0.64002 -0.46629
H20 -1.99211 0.43007 -1.01076
O5 -2.90531 0.26640 -0.74722
H21 -1.23694 -2.99876 2.61093
H22 -0.03563 -3.15130 1.70372
O6 -0.28717 -3.11161 2.65319

Cartesian forces (eV/Å) of the 6 atoms listed first:
C 0.3 2.0 1.1
C -0.3 0.0 -0.9
C 0.0 0.5 -0.7
C 0.5 0.4 0.9
C -0.3 0.2 -1.5
N -0.2 -0.3 0.3

Table of Löwdin atomic charges, one value per atom, all in e: atom 1 (C): 0.0671, atom 2 (C): -0.3376, atom 3 (C): -0.1157, atom 4 (C): -0.0560, atom 5 (C): -0.5361, atom 6 (N): 0.1923, atom 7 (O): 0.0525, atom 8 (N): 0.2997, atom 9 (H): 0.0911, atom 10 (H): 0.0966, atom 11 (H): 0.0955, atom 12 (H): 0.1368, atom 13 (H): 0.1327, atom 14 (H): 0.0813, atom 15 (H): 0.1207, atom 16 (H): 0.1463, atom 17 (H): 0.1011, atom 18 (H): 0.1107, atom 19 (H): 0.1663, atom 20 (H): 0.1742, atom 21 (H): 0.0509, atom 22 (H): 0.0046, atom 23 (O): -0.0564, atom 24 (H): 0.0497, atom 25 (H): 0.0356, atom 26 (O): -0.0426, atom 27 (H): 0.0677, atom 28 (H): 0.0006, atom 29 (O): -0.0575, atom 30 (H): 0.0368, atom 31 (H): -0.0296, atom 32 (O): -0.0459, atom 33 (H): 0.0299, atom 34 (H): 0.0028, atom 35 (O): -0.0662

| no. | E (Ha) |
| --- | --- |
| 1 | -1203.30057 |
| 2 | -856.45091 |
| 3 | -764.33423 |